# 1
H12LiO6 as an isolated structure at a distorted geometry. Source: the Open Molecules 2025 dataset; level of theory: ωB97M-V/def2-TZVPD.

Summary:
Charge = +1
Multiplicity = 1
ΔE to the lowest compared entry with this formula, charge and spin = 269.03 kJ/mol
Kohn-Sham gap = 11.63 eV

The geometry in XYZ format:
```
19
Properties=species:S:1:pos:R:3:forces:R:3:nbo_charge:R:1
H -1.70918 -1.70429 0.22031 0.88 0.66 -1.73 0.497
H 2.13421 -2.18793 -0.50546 -1.99 -0.77 -0.60 0.487
H -0.41144 -1.72201 -0.51123 7.05 -4.48 0.22 0.477
O 1.22169 -2.37597 -0.90850 2.22 -0.48 1.31 -0.952
H -1.91693 2.29390 -0.01994 3.19 14.94 0.33 0.447
H 1.93174 0.66097 -1.88962 0.22 0.34 -0.38 0.514
O -0.46801 -0.52865 1.94699 0.34 2.98 0.06 -0.981
H 0.76089 2.89958 1.19070 -0.69 1.45 0.63 0.480
H -2.90535 1.42487 -0.50979 -0.10 -0.37 -0.05 0.499
Li -0.45026 0.19351 0.04792 0.19 1.12 0.22 0.902
H 0.86656 -0.42623 -2.49934 1.50 2.41 2.69 0.501
H 1.77613 1.83090 1.38463 0.07 -0.03 -0.23 0.485
O -1.17520 -1.32768 -0.54596 -8.47 2.64 1.01 -0.970
O 1.27222 0.02670 -1.61173 -2.19 -1.23 -2.96 -0.979
H -0.55741 0.20609 2.60658 0.08 -1.03 -0.77 0.501
H -0.64138 -1.30907 2.42104 -0.26 -1.68 0.99 0.499
H 1.20120 -1.64615 -1.52344 0.27 -0.23 -0.06 0.462
O -2.07847 1.51095 -0.03015 -2.78 -14.60 -0.27 -0.921
O 1.14899 2.18051 0.73698 0.47 -1.64 -0.41 -0.952
```
Positions in Å, forces in eV/Å.

=====

# 2
One molecule with the formula C6H12O at a distorted geometry. Source: the Open Molecules 2025 dataset; level of theory: ωB97M-V/def2-TZVPD.

Summary:
SMILES = CCC1(CO)CC1
Multiplicity = 1
ΔE to the lowest compared entry with this formula, charge and spin = 281.72 kJ/mol
Kohn-Sham gap = 10.47 eV

The geometry in XYZ format:
```
19
Properties=species:S:1:pos:R:3:forces:R:3:nbo_charge:R:1
H 0.50612 2.34268 0.07673 0.10 0.02 0.00 0.213
H -0.90810 0.13248 2.01389 0.08 -0.46 0.15 0.208
H 1.07889 -1.12303 1.33320 -0.39 0.39 -0.09 0.222
C 0.42572 0.16542 -0.32188 -0.48 0.02 0.05 -0.116
H 0.60298 -1.96790 -0.08970 -1.45 0.48 0.80 0.219
C -1.21637 -0.78153 1.48836 1.46 -0.49 -0.38 -0.629
O -1.56283 -0.88712 -1.34112 -0.13 -0.47 -0.44 -0.724
H 1.62417 1.20728 -1.86941 0.04 -0.22 0.24 0.216
H -2.28372 -0.54419 1.16393 1.80 -0.60 -0.86 0.236
C -0.83437 0.30756 -1.18837 -0.13 0.29 -0.31 -0.051
C 0.31301 -1.06898 0.54372 -1.10 0.41 0.76 -0.416
H 2.63915 0.21721 -0.70875 -0.02 0.02 0.02 0.213
H -1.31738 -1.62360 2.17515 0.21 0.21 0.15 0.207
H -1.16910 -1.53766 -0.75789 -0.26 -0.20 0.01 0.478
H -0.56042 0.59396 -2.19759 0.19 0.42 -0.18 0.174
C 1.02297 1.40792 0.26202 -0.10 0.23 0.08 -0.416
C 1.70009 0.72494 -0.89409 0.13 -0.23 -0.04 -0.410
H -1.53559 1.05701 -0.80770 0.21 0.17 0.23 0.161
H 1.50393 1.33602 1.23671 -0.16 -0.01 -0.19 0.214
```
Positions in Å, forces in eV/Å.

=====

# 3
One molecule with the formula C6H7FN2O at a distorted geometry. Source: the Open Molecules 2025 dataset; level of theory: ωB97M-V/def2-TZVPD.

Summary:
Multiplicity = 1
ΔE to the lowest compared entry with this formula, charge and spin = 463.29 kJ/mol
Kohn-Sham gap = 7.71 eV

The geometry in XYZ format:
```
17
Properties=species:S:1:pos:R:3:forces:R:3:nbo_charge:R:1
N 0.03931 1.42872 -0.72658 -1.36 1.44 -0.75 -0.635
C -0.22965 -0.15175 0.95274 -0.54 0.09 3.02 -0.419
C 0.38511 -2.67257 0.45232 -0.85 1.38 0.94 -0.595
H -0.93420 1.76466 2.37175 -0.53 -0.97 3.12 0.376
C -0.19116 2.76190 -1.16283 0.16 -3.00 1.99 0.377
H 1.13201 -0.31559 -2.92134 0.30 0.18 0.83 0.520
H -0.38914 -0.31998 2.02426 0.00 -0.74 -0.47 0.201
F 0.01661 2.98972 -2.46158 0.35 -1.08 0.21 -0.357
H 1.15035 -2.82087 1.27847 -1.21 0.50 -0.85 0.235
H -0.86199 3.08414 1.35903 0.34 -1.00 -0.62 0.423
O 0.46729 -0.84159 -2.45582 -1.11 -0.77 0.96 -0.647
C -0.35883 1.14667 0.62979 1.18 0.29 -3.12 0.412
C 0.28850 -0.70188 -1.15563 1.29 2.62 -3.29 0.601
N -0.81369 2.07063 1.48500 0.04 2.42 -1.93 -0.792
C 0.16962 -1.17538 0.04138 0.17 -0.81 1.03 -0.153
H 0.76193 -3.14105 -0.40935 0.42 -0.98 -1.05 0.218
H -0.63210 -3.10576 0.69839 1.33 0.43 -0.03 0.234
```
Positions in Å, forces in eV/Å.

=====

# 4
C3H5LiO7 as an isolated structure at a distorted geometry. Source: the Open Molecules 2025 dataset; level of theory: ωB97M-V/def2-TZVPD.

Summary:
Charge = -2
Multiplicity = 1
ΔE to the lowest compared entry with this formula, charge and spin = 355.82 kJ/mol
Kohn-Sham gap = 6.38 eV

The geometry in XYZ format:
```
16
Properties=species:S:1:pos:R:3:forces:R:3:nbo_charge:R:1
O 3.94315 -3.30053 -2.12083 1.30 0.05 -1.37 -0.752
H -0.92849 1.98623 3.15650 -0.60 0.30 -0.07 0.109
H 4.13849 -3.91126 -1.40638 0.05 -0.70 -0.15 0.479
H 0.17986 3.01435 4.07462 0.17 0.61 0.10 0.090
Li 0.67323 0.13374 0.18141 0.20 -0.05 0.46 0.956
O -2.48982 0.21071 -1.44672 4.81 0.28 0.83 -0.807
H -0.23896 1.40597 4.65212 -0.38 -0.04 0.71 0.097
O 1.03580 1.35298 3.06474 -0.68 0.60 -0.25 -1.031
C -3.41780 0.62318 -2.10046 -1.92 -3.22 3.15 0.919
O -4.55141 0.26055 -1.78014 -3.78 0.37 -0.55 -0.857
O -3.28620 1.33291 -3.17322 1.31 2.66 -3.46 -0.725
C 3.26643 -2.40745 -1.35488 -1.85 1.08 1.04 0.926
O 2.89606 -2.87554 -0.28710 -0.30 -1.81 2.84 -0.836
H -4.17267 1.45294 -3.52161 -0.18 -0.08 0.16 0.476
C -0.01987 1.99048 3.75856 1.39 -1.73 -1.27 -0.234
O 2.97219 -1.26926 -1.69660 0.45 1.68 -2.16 -0.809
```
Positions in Å, forces in eV/Å.

=====

# 5
One molecule with the formula C5H8N2. Source: the Open Molecules 2025 dataset; level of theory: ωB97M-V/def2-TZVPD.

Summary:
SMILES = C=CCN=C=CN
Multiplicity = 1
ΔE to the lowest compared entry with this formula, charge and spin = 317.33 kJ/mol
Kohn-Sham gap = 9.01 eV

The geometry in XYZ format:
```
15
Properties=species:S:1:pos:R:3:forces:R:3:nbo_charge:R:1
H 0.86986 0.95969 -2.35226 -0.33 -0.19 -0.14 0.202
H -0.30263 -2.60590 -0.24328 -0.06 0.03 0.01 0.371
H 1.36266 -0.53237 -0.46605 0.11 0.21 -0.02 0.200
H 0.38119 1.94658 1.10511 0.18 -0.10 0.08 0.202
H -1.96847 -0.16232 -0.07478 -0.28 -0.21 0.16 0.223
C -0.66874 -0.58820 1.43595 0.21 0.26 -0.39 0.253
N 0.12090 0.11867 2.07898 -0.18 -0.19 -0.36 -0.410
C -1.24206 -0.88744 0.27462 -0.44 -0.02 0.40 -0.146
H -1.87703 -2.47998 -0.73270 0.03 -0.20 -0.21 0.373
H 0.00358 2.12030 -1.19622 0.30 0.12 -0.01 0.189
N -1.01926 -1.97293 -0.57305 -0.10 -0.28 0.16 -0.802
C 0.57163 1.20690 -1.34433 0.10 -0.05 0.03 -0.392
C 0.89877 0.44147 -0.31124 0.51 0.51 -0.19 -0.189
H 1.90911 1.09900 1.40459 -0.16 -0.03 0.28 0.211
C 0.86909 0.96341 1.09208 0.11 0.14 0.18 -0.283
```
Positions in Å, forces in eV/Å.

=====

# 6
C43H39N2P2SSiW as an isolated structure at a distorted geometry. Source: the Open Molecules 2025 dataset; level of theory: ωB97M-V/def2-TZVPD.

Summary:
Charge = +3
Multiplicity = 3
Kohn-Sham gap (spin up / spin down) = 5.29 / 5.67 eV

The geometry in XYZ format:
```
89
Properties=species:S:1:pos:R:3:forces:R:3:lowdin_spin:R:1
C -2.30016 -19.57699 2.85469 -0.64 0.24 0.65 0.000
C -2.71229 -18.47509 4.94988 -0.70 0.38 0.36 0.001
H -7.90017 -14.90134 1.98155 -0.33 -0.08 0.44 0.000
C -8.93498 -21.15606 0.86066 -1.66 -0.20 -0.98 0.004
C -8.85711 -15.36282 2.23948 -0.16 -0.44 0.95 -0.001
H -4.39241 -25.51376 2.80895 -0.34 1.13 -0.32 0.000
Si -7.45149 -20.73950 1.81584 1.95 1.30 -0.92 0.054
H -2.62977 -17.64475 5.65567 0.78 -0.35 -0.15 0.000
C -4.20587 -20.26780 4.22656 0.50 1.76 1.15 0.002
H -6.46572 -22.95758 0.12399 -0.36 0.21 -0.64 0.000
H -4.23459 -19.44755 6.21257 -0.03 0.76 0.16 0.000
C -11.62277 -21.70550 4.72307 -1.51 -1.41 0.39 0.021
H -3.60853 -21.52191 6.69940 -0.44 -0.26 0.26 0.000
H -9.10496 -20.63037 -0.12736 0.45 -0.27 1.30 0.000
C -6.27250 -22.17380 2.11525 0.09 -0.35 -0.87 0.020
H -8.81249 -23.46369 3.74994 -0.12 0.73 -0.15 0.000
C -6.57789 -15.62271 4.43481 1.17 -0.42 -0.31 -0.006
H -7.53817 -15.65222 4.87266 -1.07 0.20 0.19 0.000
H -5.56452 -18.79531 -2.50685 0.23 -0.10 0.54 0.000
C -10.00186 -14.57158 2.38277 0.14 1.50 -0.50 0.000
H -1.66331 -19.69909 2.00860 0.04 -0.27 -0.66 0.000
H -7.47197 -22.99490 5.62247 -0.11 0.17 0.02 0.000
H -13.25468 -19.43755 6.64611 -0.46 0.29 0.12 0.000
C -6.73522 -19.35051 0.68603 1.21 -0.87 -0.89 0.006
H -3.67143 -13.88688 4.60383 0.43 0.56 0.41 0.000
H -12.17013 -14.50586 2.17746 0.46 0.01 0.71 0.000
H -10.33778 -24.06421 4.26886 -0.19 0.45 -0.09 0.000
H -5.53506 -16.47594 -1.78150 -0.42 -0.65 1.18 0.000
H -11.39960 -18.72619 5.98175 0.06 0.93 0.53 0.000
C -5.90524 -23.28469 8.55575 1.67 -0.96 1.48 -0.002
C -5.40245 -24.31958 1.36407 -0.49 0.76 -2.01 0.003
H -10.47931 -18.36015 2.83862 0.50 0.14 -0.06 0.003
P -5.79270 -21.11349 4.56891 2.98 -2.07 -0.63 0.062
P -7.42343 -17.73019 2.76512 -1.11 0.91 -2.50 -0.001
C -10.31552 -21.92770 4.32808 0.51 0.67 0.48 0.008
C -6.21098 -16.61153 3.48271 -0.67 0.59 1.16 -0.009
C -6.41261 -16.97933 0.22031 0.99 0.72 -0.72 0.000
C -6.11982 -19.59060 -0.57475 -1.04 -0.04 0.80 0.001
C -4.00676 -15.72356 3.57811 2.05 1.07 -0.25 0.000
S -8.65314 -18.57886 5.87727 -1.78 -0.04 0.74 0.060
C -1.96487 -18.57543 3.75130 -1.24 -1.50 1.20 0.000
H -2.91930 -15.77366 3.28043 -1.41 -0.01 0.16 0.000
C -3.76453 -19.34689 5.24482 0.26 -0.82 -1.84 0.000
C -10.30578 -17.28913 2.67687 1.45 0.11 0.14 0.004
C -5.63852 -22.43564 3.32818 -0.95 0.31 1.35 0.033
C -4.54133 -22.02157 6.98918 0.12 0.89 0.81 -0.001
H -9.74137 -20.84263 1.55959 -0.21 -0.53 -0.73 0.000
C -12.05470 -20.56112 5.43179 0.11 -1.33 -0.93 0.007
H -12.31258 -22.58272 4.54409 0.57 1.39 0.39 0.001
C -5.83308 -18.58037 -1.46743 0.32 0.07 -0.31 0.001
H -3.81854 -22.67702 8.88289 -0.61 -0.06 -0.09 0.000
H -13.98989 -19.89966 5.13005 -0.77 0.09 -0.47 0.000
W -7.75079 -19.79688 4.14772 2.73 0.60 -1.22 1.571
C -13.43199 -20.26792 5.96677 1.42 0.58 0.64 0.000
C -3.46344 -20.33143 3.03748 -1.16 -0.40 -0.80 0.002
C -5.86720 -17.25909 -1.04715 -0.74 1.03 -0.17 0.002
H -5.93071 -23.82789 9.51889 -0.17 0.60 -0.53 0.000
C -11.44800 -16.52442 2.54949 -0.02 1.18 -0.20 0.000
H -13.97962 -21.00222 6.56547 0.41 -0.41 -0.64 0.000
H -7.77912 -24.09327 7.83000 0.33 0.04 0.05 0.000
C -8.96236 -16.72052 2.53676 -1.68 -1.07 0.42 0.000
C -5.67135 -21.96199 6.19924 -0.59 -0.29 -1.92 0.001
H -5.92152 -20.58979 -0.86818 0.00 -0.90 -0.35 0.000
C -4.95156 -23.60075 3.63693 0.22 0.17 -1.12 0.004
C -4.69260 -22.64624 8.22052 0.21 -0.32 0.02 0.000
H -12.46443 -16.98599 2.57005 1.04 0.49 -0.09 0.000
H -8.98004 -22.22170 0.60815 -0.35 0.03 0.36 0.000
C -6.06004 -23.09194 1.09898 0.30 -1.59 0.31 0.002
C -5.67576 -14.63487 4.84963 -1.69 0.77 0.66 0.000
C -9.88233 -23.21840 3.72665 0.07 -0.71 0.03 0.001
C -6.73976 -22.83315 6.40790 -0.77 0.31 0.79 -0.001
H -6.06095 -13.80894 5.50580 0.52 -1.00 -0.62 0.000
C -4.89569 -16.64260 3.07173 1.07 -0.25 -0.07 -0.005
N -11.12133 -19.58717 5.56733 0.01 -1.47 -0.82 0.031
H -6.34930 -15.96837 0.63705 -0.25 -0.29 -0.37 0.000
N -9.41165 -20.92256 4.61356 -1.23 0.39 0.21 0.058
H -3.88147 -20.90355 2.18505 0.61 0.10 0.67 0.000
H -10.25536 -23.29445 2.69718 0.13 0.10 0.09 0.000
H -9.82010 -13.46187 2.44976 -0.56 -1.24 -0.59 0.000
H -4.47458 -17.34934 2.37209 -0.36 -0.32 -0.13 0.000
H -4.41892 -23.78187 4.57511 -0.44 0.12 -0.27 0.000
C -4.86813 -24.52116 2.58453 1.28 -2.14 2.46 0.004
H -5.26746 -25.11008 0.59473 -0.30 0.84 0.49 0.000
C -9.82261 -19.79110 5.22090 -0.42 0.87 1.94 0.059
H -1.07223 -18.04824 3.54955 0.59 0.98 0.10 0.000
C -6.87471 -18.02187 1.00782 0.17 0.07 2.10 0.006
C -11.28499 -15.10833 2.41527 -0.23 -1.15 -0.37 0.000
C -6.89889 -23.48231 7.63859 -0.28 0.52 -1.22 0.000
C -4.38363 -14.64273 4.39013 -0.08 -1.56 -0.88 -0.008
```
Positions in Å, forces in eV/Å.